No. 1
The following is a DFT calculation (wB97M-V/def2-TZVPD) of a single C22H25BrN4O4S2 molecule.

Results
- HOMO level (eV) = -8.19
- Kohn-Sham gap (eV) = 8.466
- strongest force on any atom (eV/A) = 0.97
- LUMO energy (eV) = 0.2780
- SMILES = NS(=O)(=O)c1ccc(CCNC(=O)CCCCCn2c(=S)[nH]c3ccc(Br)cc3c2=O)cc1

Structure (ORCA input):
```
! RIJCOSX wB97M-V def2-TZVPD def2/J DEFGRID3
* xyz 0 1
N 0.41688 2.64340 3.52096
S -0.60940 1.38098 3.83368
O -1.56605 1.81314 4.80468
O 0.14259 0.17840 4.14904
C -1.41645 1.10514 2.26832
C -2.18754 -0.03579 2.15268
C -2.86603 -0.28052 0.97500
C -2.78352 0.61515 -0.08738
C -3.52325 0.31669 -1.36023
C -2.81107 -0.78258 -2.17142
N -1.63595 -0.29784 -2.85632
C -0.42174 -0.23965 -2.26830
O -0.25014 -0.58818 -1.11248
C 0.68413 0.29845 -3.14808
C 0.94001 1.78190 -2.85005
C 1.36320 2.07537 -1.40793
C 2.86184 1.95607 -1.12107
C 3.41084 0.54570 -0.86090
N 2.56314 -0.31674 -0.04729
C 2.27444 0.03918 1.23803
S 2.95395 1.35867 1.97585
N 1.44186 -0.74224 1.95725
C 0.90057 -1.90342 1.48463
C 0.02081 -2.65712 2.26439
C -0.51014 -3.82171 1.75809
C -0.15541 -4.24158 0.47840
Br -0.92595 -5.83524 -0.21361
C 0.72751 -3.52370 -0.29776
C 1.26121 -2.34230 0.20798
C 2.13955 -1.51649 -0.62284
O 2.50662 -1.83757 -1.73414
C -2.00235 1.75512 0.05120
C -1.31447 2.00426 1.22829
H 0.50799 3.26240 4.30885
H 1.32348 2.34394 3.16366
H -2.25177 -0.71145 2.99053
H -3.47086 -1.17000 0.87806
H -3.60996 1.21627 -1.97227
H -4.52768 -0.03597 -1.12000
H -2.48890 -1.57670 -1.49290
H -3.49340 -1.19746 -2.91608
H -1.75372 0.08048 -3.78212
H 1.58188 -0.28609 -2.95508
H 0.41737 0.18167 -4.20011
H 1.70546 2.14940 -3.53714
H 0.01952 2.33445 -3.06154
H 0.80390 1.43299 -0.72648
H 1.07897 3.10598 -1.18265
H 3.07582 2.56871 -0.24528
H 3.43157 2.37022 -1.95547
H 3.56098 0.00880 -1.79858
H 4.37817 0.64551 -0.35741
H 1.13516 -0.40946 2.88623
H -0.22970 -2.30861 3.25408
H -1.19912 -4.41077 2.34418
H 1.00687 -3.84041 -1.29083
H -1.92804 2.45654 -0.76715
H -0.70369 2.88462 1.34684
*
```

Mulliken atomic charges, in units of e: -0.331, 1.217, -0.706, -0.734, 0.425, -1.190, -0.328, 0.449, -1.363, -0.735, -0.103, 0.250, -0.147, -0.733, -0.991, 1.238, -1.020, -1.410, 0.242, 0.269, -0.474, 0.214, 0.549, -0.718, -0.411, -0.250, -0.202, -0.717, 0.206, 0.522, -0.704, -0.361, -0.202, 0.300, 0.015, 0.443, 0.446, 0.350, 0.436, 0.243, 0.502, 0.291, 0.134, 0.530, 0.426, 0.375, -1.239, 0.537, 0.332, 0.459, 0.598, 0.346, 0.197, 0.553, 0.464, 0.605, 0.333, 0.577

---

No. 2
The following is a DFT calculation (wB97M-V/def2-TZVPD) of C30H24Cl3N13O2S3Zr as an isolated structure.

Results
- relative energy (zero: lowest compared OMol25 entry of this formula, charge and spin) (eV) = 0.8284
- HOMO level (eV) = -8.73
- Kohn-Sham gap (eV) = 7.696
- strongest force on any atom (eV/A) = 0.49
- LUMO energy (eV) = -1.0354

Structure (ORCA input):
```
! RIJCOSX wB97M-V def2-TZVPD def2/J DEFGRID3
* xyz 0 1
Zr 0.39550 1.44229 -1.78383
N -0.90950 4.27566 0.03971
C -0.94786 3.00441 0.52823
N -0.80866 2.62811 1.79061
N -0.85143 1.28865 1.75299
N -1.02845 0.85761 0.54928
N -1.13809 1.94463 -0.27324
C -0.58175 4.50690 -1.28221
N -0.55907 5.69594 -1.82548
N -0.20587 5.47685 -3.11478
N 0.00119 4.24024 -3.33131
N -0.24119 3.54757 -2.17225
H -0.75612 5.03137 0.68950
S 1.91119 1.53894 -3.73722
C 2.80107 2.91544 -3.06636
C 3.31758 3.84523 -3.96672
C 4.00343 4.96380 -3.52774
C 4.53961 5.88391 -4.49092
N 4.95923 6.61566 -5.27009
C 4.16302 5.18231 -2.15109
C 3.63807 4.27288 -1.24933
C 2.96899 3.12942 -1.68555
S 2.38052 2.01075 -0.43426
C 4.87122 6.33143 -1.66111
N 5.45145 7.23742 -1.25939
H 3.16780 3.69414 -5.02621
H 3.75615 4.44709 -0.18881
C -3.45170 0.71346 -2.54638
C -3.02117 1.82007 -3.53957
C -1.72989 1.30509 -4.14831
O -1.15274 0.47034 -3.09165
C -2.27305 -0.25821 -2.50468
H -4.35370 0.19775 -2.87043
H -3.63538 1.13289 -1.56003
H -2.83218 2.75522 -3.01527
H -3.76700 2.00747 -4.30930
H -0.99880 2.06989 -4.40168
H -1.89622 0.64959 -5.00442
H -1.97570 -0.56560 -1.50434
H -2.43362 -1.13848 -3.12795
Cl 0.63623 -6.37255 7.04685
C 0.52232 -5.46712 5.57343
C -0.20270 -5.97773 4.50927
C -0.29540 -5.23582 3.34415
C 0.31872 -3.99548 3.22401
C 0.17421 -3.19118 1.95250
C 1.34570 -3.44571 1.00904
N 1.21235 -2.60007 -0.17604
C 1.02372 -3.00565 -1.47779
C 0.76645 -1.88226 -2.19387
N 0.79626 -0.79685 -1.34143
C 1.07573 -1.27216 -0.14175
O -1.00668 -3.49945 1.24523
C -2.10331 -2.62973 1.56096
C -2.46974 -2.65930 3.01268
C -3.15842 -3.67205 3.61062
Cl -3.82551 -5.04705 2.82788
S -3.24843 -3.50575 5.30920
C -2.45075 -1.99170 5.23694
C -2.07019 -1.67846 3.97088
C 1.04961 -3.52452 4.30684
Cl 1.85401 -1.98261 4.21129
C 1.15724 -4.24079 5.48733
H -0.69590 -6.93507 4.60009
H -0.88582 -5.60391 2.51532
H 0.17987 -2.12953 2.21919
H 1.35346 -4.48334 0.68037
H 2.28909 -3.23162 1.51376
H 1.07673 -4.04097 -1.76218
H 0.56693 -1.77280 -3.24514
H 1.14632 -0.68756 0.76167
H -2.92553 -2.98358 0.94126
H -1.84884 -1.60314 1.27009
H -2.30180 -1.41497 6.13542
H -1.55303 -0.76078 3.71260
H 1.72021 -3.84685 6.32090
*
```

Mulliken atomic charges, in units of e: 0.953, -0.029, 0.473, -0.958, -0.277, 0.634, -0.406, 0.082, -0.555, -0.625, -0.472, 1.133, 0.306, -0.460, 0.895, -0.862, 0.637, -0.271, -0.497, 0.502, -0.950, 0.555, -0.528, -0.266, -0.497, 0.491, 0.554, -0.789, -0.407, -0.709, -0.278, 0.121, 0.408, 0.260, 0.061, 0.474, 0.447, 0.404, -0.283, 0.541, -0.218, 0.443, -1.095, -0.052, -0.538, 0.711, -1.223, 0.293, -0.670, -0.879, 0.545, -0.548, -0.588, -0.004, 0.008, 0.591, -0.199, -0.192, -0.482, -0.583, 0.918, -0.205, -0.876, 0.425, 0.598, 0.278, 0.371, 0.313, 0.435, 0.586, 0.478, 0.644, -0.534, 0.470, 0.507, 0.461

---

No. 3
The following is a DFT calculation (wB97M-V/def2-TZVPD) of a single C2H5NOS3 molecule.

Results
- relative energy (zero: lowest compared OMol25 entry of this formula, charge and spin) (eV) = 0.5947
- HOMO level (eV) = -8.88
- Kohn-Sham gap (eV) = 9.303
- strongest force on any atom (eV/A) = 4.65
- LUMO energy (eV) = 0.4221
- SMILES = NC(=O)C(S)(S)S

Structure (ORCA input):
```
! RIJCOSX wB97M-V def2-TZVPD def2/J DEFGRID3
* xyz 0 1
N -0.65830 1.98452 0.72110
C -0.69226 0.82018 0.13139
O -1.61563 0.18868 -0.35140
C 0.87734 -0.01834 0.11014
S 1.84405 1.14292 -0.82788
S 1.47879 -0.11523 1.78535
S 0.66723 -1.56399 -0.87286
H 0.31550 2.34161 0.93280
H -1.38872 2.64967 0.57639
H 1.51110 0.88617 -2.15063
H 0.50349 -0.94530 2.05180
H -0.57798 -1.49222 -0.31420
*
```

Mulliken atomic charges, in units of e: -0.331, 0.677, -0.603, -0.239, -0.238, -0.111, -0.149, 0.222, 0.276, 0.175, 0.152, 0.169

---

No. 4
The following is a DFT calculation (wB97M-V/def2-TZVPD) of a 2-piece molecular cluster, C3H3Br2O3 overall.

Results
- relative energy (zero: lowest compared OMol25 entry of this formula, charge and spin) (eV) = 1.5723
- HOMO level (eV) = -5.03
- Kohn-Sham gap (eV) = 8.030
- strongest force on any atom (eV/A) = 3.44
- LUMO energy (eV) = 2.9970

Structure (ORCA input):
```
! RIJCOSX wB97M-V def2-TZVPD def2/J DEFGRID3
* xyz -1 1
C 0.26564 1.71509 1.47198
C 1.93496 -0.20458 1.02394
C 1.38096 0.91036 0.50459
O -0.81003 1.76808 0.96554
O 0.72971 2.03822 2.55558
O -0.77545 -0.92512 -0.42356
Br 3.33637 -1.21505 0.19892
Br 1.86285 1.72360 -1.05706
H 1.60139 -0.55927 2.00974
H -1.54287 -0.46533 -0.13510
H -0.01766 -0.33550 0.01581
*
```

Mulliken atomic charges, in units of e: 0.537, -0.222, -0.053, -0.610, -0.654, -0.731, -0.208, -0.084, 0.357, 0.313, 0.355